1.
89
Properties=species:S:1:pos:R:3:forces:R:3 method="wB97M-V/def2-TZVPD" total_charge=+1 homo_energy_ev=-10.9 fmax_ev_per_a=3.6 e_lumo_ha=-0.135
Ti -0.30229 0.70142 0.76877 -0.145 -1.495 -1.218
O -0.13096 -0.34914 2.07860 0.605 -1.789 3.023
C 0.93278 -0.44836 2.98123 0.835 -0.269 0.770
C 2.03838 -1.19649 2.18819 -0.358 0.273 -0.053
C 2.56418 -0.36475 1.04449 0.143 -0.137 0.028
C 3.92646 -0.14241 0.91649 -0.048 -0.073 -0.144
C 4.40413 0.63872 -0.12268 -0.048 -0.024 0.030
C 3.50808 1.17974 -1.02787 -0.036 -0.129 -0.024
C 2.15756 0.92240 -0.87149 0.161 0.003 -0.139
C 1.14262 1.48580 -1.82188 -0.199 0.146 0.514
C 0.33396 2.68041 -1.19850 0.429 0.473 -0.802
O -0.15083 2.22332 0.04488 0.371 3.140 -1.227
C 1.23766 3.89422 -0.96004 -0.139 -0.054 0.236
C 1.26347 4.98327 -1.82330 0.051 -0.072 -0.058
C 2.07515 6.07570 -1.54972 0.050 0.041 -0.010
C 2.86429 6.09610 -0.41111 -0.005 0.033 0.017
C 2.83862 5.01660 0.45967 0.018 -0.023 0.021
C 2.03064 3.92448 0.18810 -0.022 0.005 -0.063
C -0.84907 2.98428 -2.11720 -0.128 -0.015 0.174
C -2.09419 3.26262 -1.56186 0.090 0.026 0.023
C -3.19526 3.49405 -2.37141 -0.056 0.037 -0.003
C -3.06754 3.45788 -3.75094 0.030 -0.006 0.023
C -1.82449 3.20899 -4.31258 -0.038 0.032 -0.069
C -0.72292 2.97518 -3.50371 0.042 -0.047 0.025
N 1.69618 0.16758 0.15225 -0.106 0.373 0.027
C 1.36909 0.97424 3.36054 -0.294 0.043 -0.034
C 0.43234 2.00975 3.29509 0.180 -0.159 0.099
C 0.77710 3.30382 3.65956 -0.088 0.090 -0.034
C 2.06088 3.58504 4.09549 -0.026 -0.003 -0.016
C 2.99971 2.56544 4.15361 0.046 0.003 0.026
C 2.65885 1.27180 3.78790 0.031 0.024 -0.051
C 0.51617 -1.23759 4.22329 -0.210 -0.018 -0.208
C -0.73128 -1.85290 4.24830 0.066 0.032 -0.045
C -1.12679 -2.58908 5.35563 0.010 -0.016 0.058
C -0.28122 -2.71458 6.44638 -0.044 -0.016 -0.007
C 0.95880 -2.09339 6.42896 0.029 -0.008 0.038
C 1.35624 -1.35620 5.32486 0.038 -0.029 -0.027
H 1.56024 -2.09662 1.79604 0.076 -0.076 0.054
H 2.85448 -1.50202 2.83778 0.035 0.018 0.002
H 4.60529 -0.59544 1.62497 -0.010 0.025 0.030
H 5.46565 0.82212 -0.22483 -0.004 0.006 0.000
H 3.84271 1.79162 -1.85338 -0.012 0.015 0.006
H 0.41354 0.70768 -2.06986 0.048 -0.008 -0.152
H 1.63966 1.81532 -2.72868 -0.038 -0.026 -0.060
H 0.64199 4.99423 -2.70818 -0.023 0.016 0.025
H 2.07803 6.92350 -2.22223 -0.010 -0.021 -0.015
H 3.48227 6.95677 -0.19154 0.008 -0.008 -0.019
H 3.43819 5.02932 1.36137 -0.002 -0.008 -0.007
H 1.99808 3.10283 0.89342 -0.013 -0.003 0.045
H -2.20086 3.30333 -0.48618 -0.037 -0.017 0.003
H -4.15720 3.70620 -1.92210 0.015 -0.018 0.014
H -3.92855 3.62542 -4.38391 0.009 0.019 -0.004
H -1.71088 3.19753 -5.38879 0.017 -0.019 0.010
H 0.23489 2.79129 -3.97450 -0.015 -0.018 0.008
H -0.60288 1.79472 3.03720 -0.043 0.042 0.095
H 0.03477 4.09025 3.61608 0.001 -0.014 -0.016
H 2.32424 4.58982 4.39708 0.013 0.002 -0.021
H 4.00549 2.77706 4.49346 -0.003 -0.012 -0.011
H 3.41602 0.50029 3.84170 -0.020 -0.032 -0.006
H -1.39329 -1.75010 3.39962 -0.021 -0.014 0.008
H -2.09889 -3.06438 5.36803 0.002 0.004 -0.023
H -0.58800 -3.29109 7.30889 0.002 0.013 0.002
H 1.61612 -2.17839 7.28438 0.018 0.004 -0.021
H 2.32355 -0.87033 5.33862 0.000 0.009 -0.001
C -8.83709 -1.30991 0.14921 0.035 0.041 -0.031
C -8.13622 -0.07688 -0.44097 -0.123 0.012 -0.062
C -8.20959 -0.16732 -1.96678 0.000 -0.001 0.078
C -8.88316 1.19658 -0.00890 0.046 -0.063 -0.048
C -6.69698 -0.01232 0.06225 -0.005 0.009 0.132
C -6.46636 0.11643 1.43979 -0.015 -0.021 -0.052
C -5.19579 0.21678 1.98549 0.180 0.048 0.113
C -4.14169 0.18193 1.09958 -0.376 0.016 -0.466
O -2.78316 0.25290 1.33774 0.558 -0.059 -0.018
B -2.16684 0.08724 0.07932 -1.930 -0.140 -0.518
O -3.12579 -0.03418 -0.89528 0.422 -0.222 -0.383
C -4.34596 0.01518 -0.26011 -0.101 0.068 0.562
C -5.60890 -0.07695 -0.80536 0.072 -0.027 -0.188
H -9.85929 -1.36832 -0.22885 -0.003 -0.010 0.020
H -8.88395 -1.26850 1.23772 0.008 -0.003 0.005
H -8.31421 -2.22473 -0.13544 -0.010 -0.003 0.009
H -9.25632 -0.19033 -2.27086 0.005 -0.003 -0.025
H -7.73618 -1.07626 -2.34312 0.008 0.020 -0.016
H -7.74475 0.70039 -2.43953 0.002 -0.030 -0.033
H -9.90483 1.17243 -0.39205 0.000 0.010 0.012
H -8.38810 2.08422 -0.40750 -0.021 0.010 0.009
H -8.93503 1.29414 1.07516 0.011 -0.005 0.016
H -7.31239 0.13280 2.11291 -0.008 0.032 0.012
H -5.03424 0.30930 3.05128 -0.033 0.029 -0.014
H -5.73634 -0.20159 -1.87169 0.051 0.020 0.039



2.
22
Properties=species:S:1:pos:R:3:forces:R:3 method="wB97M-V/def2-TZVPD" total_charge=+4 homo_energy_ev="-21.7 / -21.7" multiplicity=3 fmax_ev_per_a=8.7 e_lumo_ha="-0.618 / -0.617"
Tm -1.15444 -0.38757 -4.85008 -3.961 -1.678 1.841
Sc 1.29661 0.69316 -0.62767 -1.296 -1.307 0.050
Cl -0.31919 -1.74269 -3.03719 -0.182 1.000 -0.710
Cl 0.15028 2.37121 -1.63673 0.203 -0.781 -0.083
C 2.18963 2.36132 0.45116 2.404 7.453 2.361
C 0.55988 -1.34435 -5.95260 7.443 -3.720 -2.420
C 0.45376 1.11755 -5.23211 6.283 5.501 -1.517
O 2.48417 3.44460 0.75416 -1.445 -5.904 -1.357
O 1.61212 -1.76944 -6.20095 -5.619 2.188 1.068
O 1.35840 1.79275 -5.46744 -4.207 -3.074 1.074
C -1.53508 -0.08768 4.03541 -0.879 0.626 1.346
N -0.82571 -0.38661 2.81433 0.756 -0.128 -1.100
C -0.37345 -1.64881 2.43972 0.181 0.467 -0.614
C 0.22679 -1.51514 1.23051 -0.075 0.072 -0.012
N 0.15393 -0.16300 0.86537 0.745 0.309 -0.933
C -0.48395 0.47676 1.85968 -0.814 0.334 0.810
H -2.45748 -0.67419 4.12705 0.276 0.025 -0.299
H -0.92653 -0.29517 4.92187 0.115 -0.036 -0.331
H -1.81053 0.97525 4.05929 0.144 -0.333 -0.117
H -0.51059 -2.52182 3.03845 -0.159 -0.280 0.332
H 0.65377 -2.24190 0.54649 -0.050 -0.068 0.448
H -0.74240 1.54579 1.86127 0.136 -0.665 0.163



3.
12
Properties=species:S:1:pos:R:3:forces:R:3 method="wB97M-V/def2-TZVPD" homo_energy_ev=-10.2 fmax_ev_per_a=3.0 e_lumo_ha=0.039 e_above_lowest_kj_mol=54.84
C -0.46995 1.14276 0.58580 0.340 -0.384 1.572
C -0.44559 -0.28995 -0.08149 -0.573 1.520 -0.561
C 0.78025 -0.58057 -0.97752 0.156 0.963 2.659
H 0.46281 1.36002 1.16351 -0.415 -0.351 -0.429
H -0.59465 2.01078 -0.07878 -0.124 -0.594 -0.165
H -1.28640 1.17768 1.37934 0.808 -0.152 -1.189
H -1.39640 -0.24530 -0.67872 0.836 -0.688 0.245
H 1.72216 -0.28751 -0.38347 -1.140 -1.087 -0.679
H 0.72149 -1.59990 -1.34025 0.383 0.000 -0.085
H 0.77070 0.15050 -1.72207 0.010 0.839 -1.784
H 0.33472 -1.51652 1.27464 -2.731 0.640 -1.197
O -0.59913 -1.32198 0.85901 2.451 -0.706 1.613



4.
86
Properties=species:S:1:pos:R:3:forces:R:3 method="wB97M-V/def2-TZVPD" total_charge=-1 homo_energy_ev=-4.8 fmax_ev_per_a=1.5 e_lumo_ha=0.082 e_above_lowest_kj_mol=75.38
K 0.89338 0.10694 0.91642 0.257 -0.434 -1.154
C 1.54143 -1.54916 3.83264 -0.171 -0.086 0.128
C 2.58609 -1.02235 3.07232 0.197 -0.084 0.342
N 2.39624 0.26532 2.83847 1.434 0.378 0.187
N 1.24676 0.59660 3.42088 -0.192 -0.090 0.739
C 0.71011 -0.47044 4.02930 -0.107 -0.425 0.363
B 0.56206 1.97633 3.31936 0.194 0.206 -0.249
N -0.73629 1.84589 2.48723 -0.357 0.121 0.691
C -1.96628 1.70181 3.00490 -0.514 0.043 0.059
C -2.86773 1.61863 1.96693 -0.135 0.046 0.227
C -2.06977 1.72218 0.82673 -0.174 0.069 0.152
N -0.79896 1.85506 1.15803 -0.230 0.668 -0.900
N 1.51591 2.95291 2.66056 0.000 0.297 0.509
C 2.07316 4.02101 3.25188 0.173 0.338 0.142
C 2.88422 4.64473 2.33261 0.004 0.127 0.186
C 2.75349 3.85540 1.18628 0.020 0.018 -0.046
N 1.93433 2.84410 1.40469 0.053 -0.510 -0.907
H 1.41228 -2.55469 4.18158 -0.076 -0.144 0.008
H 3.47708 -1.51607 2.72631 0.073 -0.017 -0.172
H -0.20067 -0.39172 4.59082 -0.228 0.015 -0.037
H 0.26897 2.36678 4.41336 -0.103 0.016 0.162
H -2.13968 1.68777 4.06381 0.092 0.001 0.180
H -3.93372 1.50944 2.02800 -0.137 -0.033 0.030
H -2.37587 1.71699 -0.20331 0.030 -0.070 -0.211
H 1.86390 4.25984 4.27571 -0.093 0.028 0.180
H 3.46923 5.53286 2.46970 0.098 0.127 0.032
H 3.21262 3.98736 0.22359 0.055 -0.055 -0.188
Cl 3.73311 0.37901 -0.43585 0.755 0.272 0.602
C 4.14494 -0.36226 -1.93395 -0.193 -0.326 -0.593
C 5.44456 -0.69588 -2.27008 0.057 0.073 0.134
C 5.69028 -1.28665 -3.50051 -0.036 0.043 -0.012
C 4.64857 -1.54451 -4.37598 0.083 -0.053 -0.047
C 3.34934 -1.21480 -4.03002 -0.027 0.064 0.081
C 3.08484 -0.60346 -2.81100 0.082 -0.032 0.398
P 1.44142 -0.11608 -2.17570 -0.232 -0.136 -0.996
C 0.43188 -0.68741 -3.59223 -0.079 -0.004 0.156
C 0.29580 -0.00596 -4.79818 -0.026 -0.011 0.050
C -0.50139 -0.53200 -5.80062 0.004 0.118 -0.111
C -1.16952 -1.73120 -5.60651 -0.054 -0.069 -0.074
C -1.01155 -2.42702 -4.42025 -0.084 -0.118 -0.103
C -0.21055 -1.90923 -3.41856 0.075 0.092 0.026
C 1.49305 1.67943 -2.52426 -0.007 0.011 0.097
C 0.33129 2.38746 -2.23010 0.134 -0.055 0.020
C 0.26030 3.74640 -2.46857 -0.112 0.108 -0.040
C 1.35660 4.41810 -2.98665 -0.003 0.045 -0.016
C 2.52569 3.72560 -3.24934 0.092 0.083 -0.028
C 2.59530 2.36314 -3.02107 -0.066 -0.099 0.018
H 6.25561 -0.49755 -1.58710 0.042 0.037 0.122
H 6.70137 -1.54609 -3.77585 0.108 -0.021 0.009
H 4.85036 -2.00355 -5.33304 0.005 -0.060 -0.057
H 2.53414 -1.43238 -4.70580 -0.002 0.017 -0.033
H 0.81448 0.93105 -4.95303 -0.011 0.078 0.010
H -0.60575 -0.00143 -6.73750 -0.027 0.046 -0.043
H -1.81741 -2.11953 -6.38120 0.006 -0.035 -0.048
H -1.52055 -3.36791 -4.26768 -0.047 -0.060 0.029
H -0.09413 -2.43129 -2.47955 -0.097 -0.113 0.028
H -0.50951 1.86038 -1.80188 -0.151 0.000 0.047
H -0.64977 4.28503 -2.24675 -0.055 0.033 0.055
H 1.30709 5.47939 -3.18090 -0.035 0.103 0.032
H 3.39453 4.24340 -3.63040 0.045 0.075 -0.049
H 3.51246 1.83144 -3.22740 0.084 -0.015 -0.064
C -5.29454 -1.59923 0.87912 0.380 -0.024 -0.028
C -3.86586 -1.62190 0.34300 -0.166 0.497 -0.123
C -3.83421 -1.43112 -1.16929 0.149 -0.076 0.262
O -3.32585 -2.88731 0.69433 0.300 -0.350 0.162
P -1.78652 -3.07663 1.21350 -0.459 -0.206 0.325
S -1.63242 -4.99291 1.59745 0.130 0.139 -0.112
S -0.55654 -2.14765 -0.00806 -0.137 -0.438 -0.140
O -1.77257 -2.18407 2.59667 0.148 -0.076 -0.637
C -2.59064 -2.63662 3.66820 -0.421 -0.233 0.490
C -1.73734 -3.31576 4.73473 -0.172 -0.061 -0.344
C -3.32884 -1.43814 4.25304 0.146 -0.203 -0.235
H -5.80608 -0.68428 0.58587 -0.053 0.092 -0.013
H -5.28856 -1.67760 1.96336 -0.059 0.006 0.112
H -5.83261 -2.45722 0.48128 -0.108 -0.055 -0.068
H -3.26916 -0.83004 0.81503 -0.101 -0.079 -0.019
H -4.37507 -2.24172 -1.65321 -0.094 -0.092 -0.082
H -2.80445 -1.43518 -1.51817 0.043 -0.019 -0.053
H -4.29540 -0.48233 -1.43850 -0.079 0.110 -0.036
H -3.31662 -3.36492 3.27211 0.132 0.166 0.160
H -0.98404 -2.62565 5.10320 0.092 0.153 0.122
H -1.23880 -4.18192 4.30775 0.015 -0.068 -0.014
H -2.37125 -3.63623 5.56224 0.009 -0.014 0.081
H -2.61939 -0.78385 4.75685 0.019 0.116 0.088
H -4.07487 -1.77967 4.96894 -0.048 0.023 0.105
H -3.81752 -0.86523 3.46923 -0.058 0.050 -0.062



5.
12
Properties=species:S:1:pos:R:3:forces:R:3 method="wB97M-V/def2-TZVPD" total_charge=+1 homo_energy_ev=-9.4 fmax_ev_per_a=4.7 e_lumo_ha=-0.210 e_above_lowest_kj_mol=1116.20
C 2.70591 0.98562 0.52026 -2.759 -3.050 -1.550
N 3.43536 1.83032 0.89714 1.589 -1.295 -1.439
H -0.58597 0.99299 0.24285 1.714 -1.149 -1.443
H 1.75906 0.04688 0.11142 2.111 2.450 1.893
H -0.42241 -1.93391 1.96702 0.236 0.638 -0.670
H 4.32412 1.48228 0.28700 -1.104 1.419 1.496
C -1.76278 0.04240 -0.57602 -2.382 1.104 0.882
N -2.24168 -1.12533 -0.79609 3.179 -3.059 -1.512
O -0.46298 0.28906 -0.51098 -1.742 1.489 1.548
H -2.39457 0.91829 -0.31783 0.003 -0.939 -0.092
H -1.36477 -1.63773 -1.09624 -1.195 -0.280 0.673
H -2.98929 -1.89087 -0.72853 0.350 2.672 0.213